1.
Density functional theory data (the ωB97M-V functional and the def2-TZVPD basis) for a molecular structure, C34H66AlBe2Br4ClKN2O15PS.

```
128
Properties=species:S:1:pos:R:3
C 5.881 -2.642 -0.061
C 5.568 -1.731 -1.094
C 4.707 -2.073 -2.361
O 5.160 -2.042 -3.515
O 3.338 -2.469 -2.184
C 2.513 -1.350 -1.730
C 2.647 -0.028 -2.586
C 3.516 1.116 -1.898
C 2.532 2.239 -1.313
C 2.108 3.212 -2.467
C 0.975 4.231 -2.037
Al -0.471 3.357 -0.835
C -2.001 4.629 -0.342
C -3.342 3.852 0.001
C -3.139 2.649 1.011
C -4.190 1.468 0.721
C -4.715 0.798 2.081
C -4.779 -0.791 1.929
C -5.727 -1.258 0.735
C -7.084 -0.443 0.726
C -8.210 -1.117 -0.150
O -8.082 -0.603 -1.510
C -9.375 -0.274 -2.021
C -1.134 1.651 -1.796
N -2.458 1.939 -2.413
C -2.357 2.811 -3.596
N 0.409 2.971 0.841
C 0.818 4.297 1.209
C 2.076 4.350 2.181
C 1.867 3.483 3.492
H 6.451 -3.572 -0.355
H 5.557 -2.523 1.001
H 5.945 -0.676 -0.949
H 1.446 -1.716 -1.805
H 2.778 -1.197 -0.644
H 1.602 0.386 -2.721
H 3.060 -0.221 -3.625
H 4.139 1.628 -2.694
H 4.197 0.711 -1.096
H 3.060 2.794 -0.384
H 1.648 1.667 -0.899
H 3.041 3.767 -2.793
H 1.754 2.585 -3.338
H 0.461 4.644 -2.953
H 1.472 5.152 -1.518
H -2.211 5.256 -1.273
H -1.701 5.405 0.452
H -4.025 4.600 0.515
H -3.922 3.518 -0.907
H -3.332 2.944 2.084
H -2.128 2.160 0.957
H -5.018 1.803 0.039
H -3.657 0.627 0.172
H -3.960 0.988 2.903
H -5.722 1.208 2.383
H -5.161 -1.324 2.904
H -3.739 -1.215 1.721
H -5.192 -1.090 -0.243
H -5.887 -2.374 0.855
H -6.901 0.588 0.294
H -7.474 -0.344 1.785
H -9.216 -0.788 0.231
H -8.165 -2.242 -0.149
H -10.104 -1.114 -1.826
H -9.275 -0.058 -3.122
H -9.812 0.645 -1.514
H -1.301 0.893 -0.981
H -0.344 1.327 -2.547
H -2.854 1.043 -2.706
H -3.396 3.223 -3.791
H -2.059 2.267 -4.546
H -1.686 3.704 -3.442
H -0.243 2.652 1.563
H 1.051 4.841 0.234
H -0.021 4.866 1.728
H 2.242 5.440 2.459
H 3.023 4.041 1.653
H 2.872 3.202 3.918
H 1.307 2.527 3.313
H 1.295 4.104 4.238
C 2.662 -3.278 2.505
Br 1.261 -1.941 2.441
Br 3.057 -3.933 0.726
Br 4.239 -2.629 3.423
H 2.282 -4.117 3.082
Be -0.722 6.259 -3.335
O 6.978 -8.022 -2.196
S 7.820 -7.040 -2.815
O 8.088 -5.778 -2.189
O 7.286 -6.769 -4.313
C 5.918 -6.416 -4.480
C 5.676 -4.958 -4.124
C 9.354 -7.794 -3.257
H 5.272 -7.080 -3.898
H 5.677 -6.576 -5.533
H 5.817 -4.787 -3.055
H 4.663 -4.663 -4.381
H 6.377 -4.309 -4.650
H 9.151 -8.725 -3.782
H 9.904 -7.993 -2.338
H 9.916 -7.106 -3.886
Cl -5.813 -0.505 4.470
K 2.853 -4.186 -4.429
Br 4.760 2.979 0.145
Be 0.055 5.562 -0.860
O -3.770 7.921 -1.902
P -2.460 8.498 -2.428
O -2.509 8.499 -3.955
O -1.272 7.659 -1.947
O -2.324 9.930 -1.923
C -2.476 -3.949 7.482
C -1.454 -4.518 6.836
C -1.103 -4.131 5.437
O -0.146 -4.665 4.887
C -1.927 -3.127 4.776
C -2.957 -2.555 5.418
C -3.292 -2.922 6.829
O -4.218 -2.372 7.386
O -3.722 -1.634 4.818
O -0.691 -5.468 7.420
H -2.737 -4.220 8.496
H -1.673 -2.870 3.757
H -4.396 -1.369 5.477
H -0.026 -5.715 6.751
O 3.341 0.540 2.070
H 3.826 -0.282 2.299
H 2.564 0.351 1.501
H 3.944 1.222 1.647
```

The total energy comes out at -14940.1919 a.u. The gap between HOMO and LUMO comes out at 2.06 eV. As for the HOMO energy: -0.2095 Ha.

Atomic partial charges in e from the Löwdin method, atoms 1 to 99:
1. C -0.02
2. C -0.05
3. C -0.39
4. O 0.07
5. O -0.21
6. C -0.18
7. C -0.15
8. C -0.26
9. C -0.39
10. C -0.20
11. C -0.23
12. Al 0.20
13. C -0.19
14. C -0.20
15. C -0.19
16. C -0.19
17. C -0.27
18. C -0.33
19. C -0.21
20. C -0.17
21. C -0.21
22. O -0.23
23. C -0.15
24. C -0.22
25. N -0.19
26. C -0.15
27. N -0.05
28. C -0.33
29. C -0.22
30. C -0.11
31. H 0.08
32. H -0.02
33. H 0.13
34. H 0.14
35. H 0.09
36. H 0.09
37. H 0.12
38. H 0.11
39. H 0.02
40. H -0.16
41. H 0.07
42. H 0.13
43. H 0.12
44. H -0.06
45. H 0.08
46. H 0.04
47. H 0.08
48. H 0.13
49. H 0.10
50. H 0.11
51. H 0.07
52. H 0.10
53. H 0.09
54. H 0.09
55. H 0.08
56. H -0.05
57. H 0.09
58. H 0.09
59. H 0.11
60. H 0.11
61. H 0.11
62. H 0.11
63. H 0.12
64. H 0.09
65. H 0.09
66. H 0.10
67. H 0.07
68. H 0.04
69. H 0.10
70. H 0.10
71. H 0.08
72. H 0.02
73. H 0.06
74. H 0.06
75. H 0.13
76. H 0.12
77. H -0.01
78. H 0.07
79. H 0.06
80. H 0.08
81. C -1.51
82. Br 0.68
83. Br 0.69
84. Br 0.69
85. H -0.02
86. Be 0.73
87. O -0.27
88. S 0.60
89. O -0.28
90. O -0.25
91. C -0.25
92. C -0.11
93. C -0.11
94. H 0.12
95. H 0.13
96. H 0.08
97. H -0.09
98. H 0.11
99. H 0.08

2.
Density functional theory data (the ωB97M-V functional and the def2-TZVPD basis) for 4 unconnected molecules or ions with the total composition C34H66BF3N8O6.

```
118
Properties=species:S:1:pos:R:3
N -3.108 0.448 0.302
B -3.002 1.212 -0.873
O -4.083 1.903 -1.354
C -1.660 1.268 -1.759
N -1.348 2.395 -2.364
C -0.205 2.139 -3.052
N 0.402 3.039 -3.807
C -0.068 4.417 -3.931
C 0.289 5.193 -2.686
C -0.451 6.490 -2.547
O -0.661 5.206 -1.723
N 0.149 0.862 -2.860
N -0.770 0.287 -2.021
C -0.773 -1.081 -1.585
O 0.105 -1.347 -0.518
C 1.435 -1.257 -0.763
F 2.046 -2.235 -0.085
F 1.749 -1.377 -2.066
F 1.945 -0.098 -0.330
H -3.954 0.674 0.805
H -2.305 0.531 0.916
H -3.954 2.855 -1.320
H 1.224 2.791 -4.327
H -1.144 4.479 -4.008
H 0.468 4.934 -4.714
H 1.320 5.190 -2.383
H -1.434 6.492 -2.984
H -0.223 7.110 -1.701
H 0.947 0.411 -3.281
H -0.629 -1.744 -2.430
H -1.769 -1.274 -1.213
C -1.361 4.937 3.583
C -1.788 3.482 3.925
C -0.976 2.945 5.108
C 0.468 2.591 4.759
C 0.502 1.628 3.576
C -0.259 2.160 2.363
N -1.640 2.605 2.723
O -2.403 1.563 2.835
C 0.552 3.309 1.730
C -0.338 1.086 1.298
C -3.247 3.572 4.358
H -2.207 5.619 3.650
H -0.594 5.311 4.262
H -0.995 5.049 2.566
H -1.464 2.048 5.502
H -0.994 3.679 5.914
H 1.044 3.495 4.544
H 0.946 2.123 5.621
H 1.537 1.423 3.291
H 0.074 0.670 3.889
H -0.014 3.794 0.930
H 1.470 2.915 1.293
H 0.856 4.070 2.446
H -0.793 0.170 1.680
H 0.638 0.807 0.912
H -0.924 1.443 0.448
H -3.884 3.895 3.534
H -3.334 4.303 5.161
H -3.630 2.626 4.736
C -4.010 -1.947 2.484
C -3.952 -2.516 3.928
C -2.926 -3.650 4.021
C -3.389 -4.954 3.378
C -4.743 -5.372 3.948
C -5.801 -4.276 3.824
N -5.307 -2.969 4.361
O -5.360 -2.990 5.653
C -6.214 -4.149 2.344
C -7.068 -4.703 4.556
C -3.455 -1.365 4.798
H -3.779 -0.884 2.476
H -3.294 -2.436 1.819
H -4.994 -2.019 2.030
H -2.703 -3.846 5.074
H -1.988 -3.322 3.567
H -3.440 -4.848 2.290
H -2.654 -5.737 3.574
H -5.096 -6.271 3.440
H -4.615 -5.642 5.000
H -6.882 -3.299 2.198
H -6.751 -5.044 2.032
H -5.370 -4.046 1.664
H -6.879 -4.946 5.600
H -7.478 -5.595 4.085
H -7.826 -3.920 4.517
H -4.175 -0.546 4.817
H -2.519 -0.983 4.387
H -3.261 -1.674 5.823
C 8.121 -1.047 -5.761
C 6.750 -0.347 -5.547
C 6.614 0.149 -4.105
C 6.359 -0.961 -3.090
C 5.156 -1.798 -3.516
C 5.285 -2.351 -4.933
N 5.633 -1.272 -5.909
O 4.570 -0.585 -6.178
C 6.343 -3.472 -4.937
C 3.985 -3.036 -5.336
C 6.768 0.873 -6.462
H 8.692 -0.559 -6.550
H 8.738 -1.029 -4.862
H 8.028 -2.079 -6.085
H 5.785 0.863 -4.050
H 7.512 0.705 -3.831
H 7.246 -1.588 -2.974
H 6.169 -0.519 -2.109
H 5.019 -2.625 -2.815
H 4.251 -1.183 -3.448
H 6.546 -3.810 -5.953
H 5.975 -4.329 -4.373
H 7.284 -3.183 -4.474
H 3.125 -2.373 -5.253
H 3.803 -3.886 -4.680
H 4.036 -3.405 -6.361
H 6.804 0.578 -7.511
H 7.655 1.467 -6.245
H 5.901 1.516 -6.317
```

Its spin multiplicity is 4. The total energy comes out at -2548.6622 a.u. The gap between HOMO and LUMO (alpha / beta) comes out at 6.83 / 7.69 eV. The net charge is +1. As for the HOMO energy (alpha / beta): -0.3616 / -0.3940 Ha.

Atomic partial charges in e from the Löwdin method, atoms 1 to 99:
1. N 0.23
2. B -0.57
3. O 0.16
4. C -0.10
5. N 0.24
6. C -0.29
7. N 0.12
8. C -0.10
9. C -0.38
10. C 0.05
11. O -0.09
12. N 0.20
13. N 0.03
14. C -0.07
15. O 0.09
16. C -0.69
17. F 0.19
18. F 0.15
19. F 0.16
20. H 0.10
21. H 0.02
22. H 0.12
23. H 0.16
24. H 0.13
25. H 0.14
26. H 0.15
27. H 0.11
28. H 0.11
29. H 0.18
30. H 0.16
31. H 0.15
32. C -0.01
33. C -0.47
34. C -0.13
35. C -0.16
36. C -0.12
37. C -0.46
38. N -0.05
39. O -0.04
40. C -0.02
41. C -0.05
42. C -0.04
43. H 0.08
44. H 0.09
45. H 0.06
46. H 0.13
47. H 0.13
48. H 0.11
49. H 0.12
50. H 0.13
51. H 0.13
52. H 0.08
53. H 0.09
54. H 0.07
55. H 0.10
56. H 0.08
57. H 0.06
58. H 0.09
59. H 0.10
60. H 0.08
61. C -0.02
62. C -0.47
63. C -0.14
64. C -0.17
65. C -0.13
66. C -0.50
67. N -0.08
68. O -0.01
69. C -0.04
70. C -0.04
71. C -0.05
72. H 0.04
73. H 0.08
74. H 0.07
75. H 0.13
76. H 0.12
77. H 0.10
78. H 0.11
79. H 0.13
80. H 0.13
81. H 0.09
82. H 0.09
83. H 0.06
84. H 0.08
85. H 0.09
86. H 0.09
87. H 0.09
88. H 0.08
89. H 0.08
90. C -0.01
91. C -0.48
92. C -0.14
93. C -0.17
94. C -0.14
95. C -0.50
96. N -0.08
97. O -0.03
98. C -0.04
99. C -0.04